Molecular formula: C5H23NO6
Method: DFT, the ωB97M-V functional and the def2-TZVPD basis

- Gap between HOMO and LUMO: 0.334 Eh
- Net charge: 0
- DFT total energy: -710.4438 hartree
- SMILES: CCN[C@H](C)CO.O.O.O.O.O
- ΔE to the lowest compared entry with this formula, charge and spin: 1.681 eV

Positions of all 35 atoms, in Å:
C 1.30177 -1.28782 -0.94838
C 0.85543 0.17122 -0.86388
N 1.13911 0.72926 0.44328
C 0.26586 1.56566 2.53461
C 0.26448 0.38081 1.56856
C 0.66722 -0.91469 2.34715
O -0.26042 -2.00470 2.19083
H 0.72686 -1.93367 -0.29307
H 1.03052 -1.81403 -1.87905
H 2.38184 -1.34232 -0.86761
H 1.25689 0.78318 -1.66790
H -0.23329 0.21510 -1.00988
H 1.36623 1.70961 0.47425
H -0.39186 2.39411 2.26976
H -0.05057 1.29007 3.54788
H 1.27856 1.95138 2.70955
H -0.73932 0.30471 1.13461
H 0.61225 -0.63147 3.38165
H 1.65048 -1.30268 2.08435
H -0.44122 -2.16425 1.26080
H -2.29488 -0.70837 -3.73125
H -1.95790 -0.33211 -2.31770
O -1.74100 -0.99707 -2.99567
H -3.05011 -0.24321 2.46160
H -2.22678 -1.45438 1.77410
O -2.57702 -0.56309 1.69543
H 2.94367 2.27286 -1.24609
H 2.96846 2.20768 0.19396
O 2.84492 2.87414 -0.49809
H -3.36991 0.72108 -0.15539
H -2.55078 -0.36089 -0.53847
O -3.14818 0.26360 -0.97949
H -0.21290 -0.65535 -3.68256
H 1.20961 -0.87234 -4.13620
O 0.48201 -0.25201 -4.26170

***

Molecular formula: C5H23NO6
Method: DFT, the ωB97M-V functional and the def2-TZVPD basis

- Gap between HOMO and LUMO: 0.357 Eh
- Net charge: 0
- DFT total energy: -710.4608 hartree
- SMILES: CN[C@H](C)CCO.O.O.O.O.O
- ΔE to the lowest compared entry with this formula, charge and spin: 1.218 eV

Positions of all 35 atoms, in Å:
C 0.32246 1.78485 0.27186
N -0.48726 0.97708 1.18742
C -1.77592 0.57478 0.68832
C -1.94375 -0.96919 0.66109
C -0.77725 -1.87602 0.21571
O -0.34828 -1.69621 -1.13158
C -3.07330 1.18335 1.34492
H 0.35832 2.82036 0.62544
H 1.28618 1.31904 0.10699
H -0.18959 1.92023 -0.68250
H -0.44840 1.20182 2.17004
H -1.94577 0.83558 -0.35969
H -2.17110 -1.28443 1.69034
H -2.76391 -1.23003 -0.02140
H 0.18537 -1.75189 0.72373
H -1.12594 -2.88125 0.41195
H -1.01229 -1.28631 -1.71617
H -3.57112 1.88603 0.67965
H -2.66935 1.79707 2.16782
H -3.71081 0.40746 1.71932
H 3.40870 -1.15435 -0.83891
H 2.23156 -1.20956 -1.87801
O 3.02966 -0.74279 -1.65925
H 2.18431 0.77028 -1.83565
H 2.45011 2.03153 -2.54795
O 1.70579 1.44372 -2.35136
H -0.53362 0.17029 -3.27831
H -1.46308 0.61843 -2.17169
O -1.43116 0.04583 -2.93820
H 2.89401 -1.23456 1.13645
H 2.97191 -2.67966 0.62698
O 3.52328 -1.88894 0.72347
H 1.97395 0.27263 2.73228
H 1.10652 0.13940 1.52721
O 1.80976 -0.31458 1.99970

***

Molecular formula: C5H23NO7
Method: DFT, the ωB97M-V functional and the def2-TZVPD basis

- Gap between HOMO and LUMO: 0.376 Eh
- Net charge: 0
- DFT total energy: -785.7710 hartree
- SMILES: CCNC(=O)CC.O.O.O.O.O.O
- ΔE to the lowest compared entry with this formula, charge and spin: 0.028 eV

Positions of all 36 atoms, in Å:
C 0.28669 0.03169 -0.52493
C 0.84785 -0.30799 -1.91272
C -1.20117 0.03097 -0.56132
N -1.92428 0.93860 0.14132
C -1.34441 1.91246 1.09239
C -1.01123 3.24125 0.39234
O -1.82957 -0.76494 -1.26403
H 0.62987 -0.71732 0.19386
H 0.73931 0.98447 -0.21126
H 1.98439 -0.30839 -1.90848
H 0.48942 -1.26289 -2.26344
H 0.60882 0.42516 -2.71440
H -2.92107 0.84259 0.07278
H -2.11612 2.09090 1.91301
H -0.41234 1.48295 1.65294
H -0.75349 3.99734 1.09372
H -1.82238 3.60764 -0.20828
H -0.15524 3.12762 -0.33445
H -0.37912 -0.72248 3.49451
H 0.34435 -1.53677 2.34863
O 0.36805 -0.70844 2.85823
H 1.32962 -2.64408 1.08363
H -0.07056 -3.01531 0.53116
O 0.46594 -2.89691 1.35413
H -1.14454 -2.35764 -1.23270
H -1.43339 -3.87284 -1.08330
O -0.71565 -3.18330 -1.03994
H 2.67501 -2.35918 -0.61301
H 3.61477 -2.57568 0.53229
O 2.79318 -2.10907 0.28291
H -1.51918 2.18218 -3.52014
H -1.32534 2.05918 -2.04961
O -1.20890 2.68978 -2.76231
H 1.44433 0.46857 2.22617
H 2.57388 0.26110 1.25987
O 2.09250 0.96880 1.68044

***

Molecular formula: C5H23NO8
Method: DFT, the ωB97M-V functional and the def2-TZVPD basis

- Gap between HOMO and LUMO: 0.353 Eh
- Net charge: 0
- DFT total energy: -860.9320 hartree
- SMILES: CN[C@H](CO)CC=O.O.O.O.O.O.O
- ΔE to the lowest compared entry with this formula, charge and spin: 2.883 eV

Positions of all 37 atoms, in Å:
C 2.35003 -1.70922 0.87673
N 1.00320 -1.15626 1.00179
C 0.41452 -0.84864 -0.35888
C 1.21999 0.07116 -1.30315
C 1.19351 1.53697 -0.99450
O 0.25867 2.19119 -0.60836
C 0.20983 -2.18796 -1.08224
O -1.19557 -2.27367 -1.49457
H 3.03829 -1.06973 0.32398
H 2.25879 -2.68640 0.40593
H 2.71609 -1.93925 1.87695
H 0.91271 -0.27706 1.51049
H -0.55677 -0.40956 -0.17229
H 0.87398 -0.08687 -2.32328
H 2.25767 -0.25917 -1.24454
H 2.06903 2.13922 -1.29832
H 0.22219 -3.04921 -0.41647
H 0.78999 -2.34167 -1.97586
H -1.28306 -1.75025 -2.29978
H -0.47469 1.48128 1.75754
H -0.17976 0.76580 3.17444
O 0.18536 1.23507 2.41970
H -2.10845 -2.63678 0.73432
H -0.91242 -2.26491 1.42824
O -1.86175 -2.02483 1.44873
H -1.89577 3.63274 0.16302
H -2.14856 2.17899 -0.36913
O -2.16996 3.11182 -0.58814
H -2.26804 -0.45789 0.96453
H -3.47766 0.36182 0.85772
O -2.52200 0.49834 0.84984
H 2.51177 2.12512 2.02573
H 1.17894 2.64980 1.59697
O 2.06960 2.49597 1.25406
H -2.25227 0.55530 -2.57436
H -1.07825 1.65623 -2.74494
O -1.34921 0.74254 -2.82191